{"formula": "C23H18ClCoN7O4S", "method": "ωB97M-V with the def2-TZVPD basis set", "elements": ["Co", "N", "C", "S", "N", "N", "C", "C", "C", "C", "C", "C", "C", "C", "C", "C", "C", "C", "N", "H", "H", "H", "H", "H", "H", "H", "H", "H", "H", "H", "O", "Cl", "O", "O", "O", "N", "C", "C", "C", "C", "C", "C", "C", "N", "C", "C", "N", "C", "H", "H", "H", "H", "H", "H", "H"], "coordinates": [[1.78163, 1.91519, 0.15273], [4.22997, -1.36449, 1.15348], [3.37191, -0.44198, 0.69945], [3.41451, 1.13672, 1.41387], [2.57783, -0.79540, -0.28845], [1.79124, 0.22460, -0.70296], [1.04321, 0.07677, -1.74470], [1.01775, -1.15072, -2.56956], [0.59652, -2.35928, -2.02407], [0.54951, -3.49580, -2.81377], [0.93984, -3.43371, -4.14502], [1.37325, -2.23326, -4.68782], [1.40544, -1.08921, -3.90447], [0.17740, 1.22827, -2.05082], [-0.73689, 1.22544, -3.08026], [-1.52213, 2.36109, -3.26814], [-1.37592, 3.43927, -2.43078], [-0.43147, 3.36028, -1.40213], [0.32396, 2.28853, -1.21643], [4.92466, -1.12290, 1.83680], [4.30520, -2.24001, 0.66350], [0.31841, -2.41223, -0.97887], [0.21601, -4.43343, -2.38987], [0.90938, -4.32414, -4.75845], [1.68823, -2.18582, -5.72147], [1.74818, -0.15149, -4.32533], [-0.83471, 0.35928, -3.71612], [-2.24756, 2.39305, -4.06981], [-1.97073, 4.33493, -2.54996], [-0.80897, 5.10282, -0.73393], [-0.22820, 4.35847, -0.53543], [3.02899, 4.16296, -0.22405], [4.31637, 4.41138, 0.33431], [2.06873, 3.69173, 0.88299], [3.04549, 2.85154, -1.02344], [-5.47280, -4.54615, 4.23356], [-4.72027, -3.72405, 3.95841], [-3.77581, -2.69526, 3.61339], [-4.13690, -1.35529, 3.73014], [-3.23263, -0.36643, 3.38666], [-1.97003, -0.72766, 2.94221], [-1.59467, -2.05839, 2.83631], [-2.50535, -3.04658, 3.16498], [-1.03623, 0.29098, 2.58379], [-0.74022, 1.42990, 3.30183], [0.21193, 2.09057, 2.59644], [0.48615, 1.37134, 1.45621], [-0.27348, 0.29759, 1.47657], [-5.12662, -1.09447, 4.07762], [-3.51056, 0.67729, 3.44861], [-0.59177, -2.31816, 2.52285], [-2.23154, -4.08966, 3.09181], [-1.20362, 1.64157, 4.24858], [0.72433, 3.00902, 2.82196], [-0.30693, -0.47460, 0.72705]], "nbo_charge": [1.01, -0.76, 0.29, -0.03, -0.43, -0.20, 0.20, -0.04, -0.18, -0.21, -0.18, -0.20, -0.20, 0.18, -0.25, -0.10, -0.31, 0.56, -0.51, 0.42, 0.42, 0.21, 0.23, 0.23, 0.23, 0.22, 0.25, 0.24, 0.24, 0.50, -0.63, 1.88, -0.73, -0.82, -0.80, -0.25, 0.25, -0.15, -0.14, -0.24, 0.22, -0.25, -0.13, -0.35, -0.06, -0.06, -0.45, 0.22, 0.25, 0.24, 0.23, 0.24, 0.25, 0.26, 0.23], "lumo_energy_ev": -3.7, "charge": 1, "multiplicity": 1, "total_energy_ev": -103738.6335}